{"formula": "C5H5Cl15", "method": "ωB97M-V/def2-TZVPD", "species": ["Cl", "C", "Cl", "Cl", "H", "Cl", "C", "Cl", "Cl", "H", "Cl", "C", "Cl", "Cl", "H", "Cl", "C", "Cl", "Cl", "H", "Cl", "C", "Cl", "Cl", "H"], "coordinates": [[-4.512, -4.704, 2.272], [-4.178, -3.012, 1.758], [-2.783, -3.046, 0.625], [-3.800, -2.057, 3.212], [-4.965, -2.623, 1.111], [0.767, -0.642, -1.418], [0.185, -0.549, 0.234], [-1.238, 0.514, 0.344], [1.494, -0.093, 1.344], [-0.192, -1.540, 0.487], [2.498, -4.061, -4.824], [2.157, -2.984, -3.394], [3.401, -1.768, -3.323], [2.177, -4.073, -1.991], [1.156, -2.556, -3.442], [0.173, 4.998, 1.515], [-1.208, 4.069, 2.045], [-2.706, 4.898, 1.453], [-1.175, 3.815, 3.728], [-1.109, 3.018, 1.772], [3.294, 4.122, -0.179], [2.790, 2.484, -0.634], [4.040, 1.204, -1.159], [1.417, 2.595, -1.751], [2.315, 1.994, 0.216]], "forces_ev_per_a": [[-0.2, 0.8, -0.3], [0.9, -0.8, 0.0], [-0.1, 0.1, 0.3], [-0.4, -0.1, -0.8], [-0.2, 0.0, 0.8], [0.0, 0.0, 0.0], [-0.4, -0.4, 0.0], [0.4, 0.1, 0.1], [-0.5, -0.1, -0.1], [0.3, 0.2, 0.2], [-0.5, 0.7, 0.3], [0.3, -1.4, -0.4], [-0.1, 0.3, 0.1], [0.0, 0.4, 0.2], [0.3, 0.0, -0.3], [0.3, 0.0, -0.2], [-0.3, -0.2, -0.8], [0.6, -0.8, 0.3], [-0.3, 0.4, 2.1], [-0.4, 0.5, -1.4], [0.5, -0.9, -0.3], [-0.6, -1.0, 0.3], [-0.9, 1.8, 0.3], [0.5, 0.2, -0.4], [0.6, 0.4, 0.1]], "smiles": "ClC(Cl)Cl.ClC(Cl)Cl.ClC(Cl)Cl.ClC(Cl)Cl.ClC(Cl)Cl", "max_force_ev_per_a": 2.2, "homo_lumo_gap_ev": 11.206, "e_homo_ev": -11.01, "energy_ha": -7096.3410, "e_lumo_ev": 0.192}